ORCA calculation (wB97M-V/def2-TZVPD) on a 8-piece molecular cluster, C36H72BFN9O12 overall.

Last columns: bonded neighbours and bond lengths (Å).
Cartesian coordinates (Å):
1 C 4.597 -0.916 -0.578  C2 1.544, H25 1.089, H26 1.086, H27 1.087
2 C 3.276 -1.688 -0.785  C1 1.544, C3 1.532, H28 1.090, H29 1.085
3 C 2.726 -1.512 -2.205  C2 1.532, C4 1.512, H30 1.092, H31 1.089
4 C 1.258 -1.850 -2.332  C3 1.512, O5 1.476, H32 1.092, H33 1.091
5 O 0.507 -1.319 -1.177  C4 1.476, C6 1.325
6 C -0.791 -1.570 -1.259  O5 1.325, C7 1.386, N23 1.365
7 C -1.736 -0.675 -1.738  C6 1.386, B8 1.602, C12 1.398
8 B -1.237 0.784 -2.172  C7 1.602, O9 1.348, C10 1.559
9 O -1.124 0.986 -3.499  B8 1.348, H34 0.967
10 C -0.902 1.822 -1.057  B8 1.559, C11 1.539, H35 1.093, H36 1.094
11 C -1.148 3.287 -1.459  C10 1.539, H37 1.084, H38 1.090, H39 1.084
12 C -3.067 -1.096 -1.800  C7 1.398, C13 1.506, C16 1.403
13 C -4.020 -0.076 -2.368  C12 1.506, O14 1.182, O15 1.349
14 O -4.181 0.970 -1.842  C13 1.182
15 O -4.569 -0.378 -3.562  C13 1.349, H40 0.965
16 C -3.485 -2.363 -1.368  C12 1.403, C17 1.517, C21 1.394
17 C -4.929 -2.827 -1.403  C16 1.517, C18 1.524, H41 1.090, H42 1.086
18 C -5.840 -1.852 -0.667  C17 1.524, C19 1.506, N20 1.264
19 C -7.057 -1.325 -1.379  C18 1.506, H43 1.087, H44 1.086, H45 1.091
20 N -5.473 -1.537 0.501  C18 1.264, H46 1.021
21 C -2.513 -3.221 -0.857  C16 1.394, O22 1.335, N23 1.359
22 O -2.705 -4.441 -0.351  C21 1.335, H47 0.966
23 N -1.224 -2.792 -0.828  C6 1.365, C21 1.359, F24 1.342
24 F -0.294 -3.624 -0.335  N23 1.342
25 H 4.749 -0.187 -1.373  C1 1.089
26 H 5.451 -1.586 -0.602  C1 1.086
27 H 4.574 -0.355 0.351  C1 1.087
28 H 3.529 -2.743 -0.682  C2 1.090
29 H 2.547 -1.415 -0.029  C2 1.085
30 H 3.230 -2.231 -2.853  C3 1.092
31 H 2.939 -0.527 -2.619  C3 1.089
32 H 0.832 -1.380 -3.221  C4 1.092
33 H 1.089 -2.925 -2.404  C4 1.091
34 H -1.180 1.920 -3.746  O9 0.967
35 H -1.529 1.576 -0.196  C10 1.093
36 H 0.129 1.654 -0.733  C10 1.094
37 H -0.250 3.775 -1.819  C11 1.084
38 H -1.958 3.392 -2.181  C11 1.090
39 H -1.465 3.847 -0.586  C11 1.084
40 H -4.890 -1.288 -3.587  O15 0.965
41 H -5.230 -2.971 -2.441  C17 1.090
42 H -4.983 -3.782 -0.890  C17 1.086
43 H -7.395 -2.009 -2.154  C19 1.087
44 H -7.848 -1.160 -0.654  C19 1.086
45 H -6.805 -0.371 -1.844  C19 1.091
46 H -6.142 -0.872 0.890  N20 1.021
47 H -3.122 -5.036 -0.987  O22 0.966
48 C 0.206 6.796 -0.301  O49 1.217, N50 1.346, H53 1.103
49 O -0.732 6.205 -0.803  C48 1.217
50 N 0.553 6.711 0.996  C48 1.346, C51 1.450, C52 1.454
51 C 1.680 7.441 1.544  N50 1.450, H54 1.092, H55 1.091, H56 1.088
52 C -0.235 5.858 1.872  N50 1.454, H57 1.091, H58 1.090, H59 1.087
53 H 0.863 7.465 -0.883  C48 1.103
54 H 2.417 6.751 1.960  C51 1.092
55 H 1.350 8.118 2.333  C51 1.091
56 H 2.154 8.027 0.759  C51 1.088
57 H -0.214 4.825 1.521  C52 1.091
58 H -1.274 6.187 1.888  C52 1.090
59 H 0.174 5.905 2.878  C52 1.087
60 C 4.387 2.466 -2.329  O61 1.224, N62 1.340, H65 1.102
61 O 4.183 1.360 -2.812  C60 1.224
62 N 3.525 3.488 -2.404  C60 1.340, C63 1.448, C64 1.456
63 C 3.793 4.783 -1.814  N62 1.448, H66 1.093, H67 1.091, H68 1.088
64 C 2.275 3.256 -3.115  N62 1.456, H69 1.092, H70 1.083, H71 1.088
65 H 5.313 2.706 -1.782  C60 1.102
66 H 3.031 5.027 -1.070  C63 1.093
67 H 3.792 5.559 -2.581  C63 1.091
68 H 4.767 4.773 -1.328  C63 1.088
69 H 1.733 2.436 -2.638  C64 1.092
70 H 2.474 2.974 -4.141  C64 1.083
71 H 1.664 4.156 -3.097  C64 1.088
72 C -2.993 1.672 4.297  O73 1.218, N74 1.343, H77 1.103
73 O -2.186 1.811 3.395  C72 1.218
74 N -4.248 1.222 4.127  C72 1.343, C75 1.450, C76 1.452
75 C -5.175 1.068 5.232  N74 1.450, H78 1.091, H79 1.091, H80 1.088
76 C -4.673 0.884 2.781  N74 1.452, H81 1.090, H82 1.091, H83 1.087
77 H -2.754 1.905 5.348  C72 1.103
78 H -5.492 0.027 5.321  C75 1.091
79 H -6.057 1.692 5.081  C75 1.091
80 H -4.692 1.365 6.160  C75 1.088
81 H -4.034 0.101 2.370  C76 1.090
82 H -4.599 1.758 2.133  C76 1.091
83 H -5.702 0.536 2.806  C76 1.087
84 C 0.629 -8.754 -0.807  O85 1.211, N86 1.349, H89 1.107
85 O 1.275 -9.772 -0.933  C84 1.211
86 N 0.923 -7.755 0.051  C84 1.349, C87 1.445, C88 1.458
87 C 0.105 -6.568 0.142  N86 1.445, H90 1.089, H91 1.093, H92 1.089
88 C 2.098 -7.886 0.904  N86 1.458, H93 1.089, H94 1.090, H95 1.086
89 H -0.281 -8.555 -1.405  C84 1.107
90 H 0.708 -5.690 -0.086  C87 1.089
91 H -0.304 -6.464 1.150  C87 1.093
92 H -0.719 -6.637 -0.567  C87 1.089
93 H 2.994 -7.997 0.294  C88 1.089
94 H 2.007 -8.771 1.534  C88 1.090
95 H 2.199 -7.000 1.525  C88 1.086
96 C 2.208 -3.548 2.365  O97 1.219, N98 1.338, H101 1.107
97 O 2.752 -4.638 2.348  C96 1.219
98 N 2.276 -2.664 3.368  C96 1.338, C99 1.453, C100 1.455
99 C 1.636 -1.360 3.315  N98 1.453, H102 1.085, H103 1.092, H104 1.090
100 C 3.042 -3.018 4.553  N98 1.455, H105 1.090, H106 1.090, H107 1.087
101 H 1.607 -3.182 1.511  C96 1.107
102 H 2.381 -0.578 3.410  C99 1.085
103 H 0.916 -1.257 4.129  C99 1.092
104 H 1.112 -1.245 2.365  C99 1.090
105 H 4.079 -3.220 4.287  C100 1.090
106 H 2.631 -3.916 5.015  C100 1.090
107 H 3.005 -2.191 5.257  C100 1.087
108 C 1.964 1.579 5.758  O109 1.219, N110 1.343, H113 1.103
109 O 2.634 1.138 4.840  C108 1.219
110 N 1.131 2.626 5.650  C108 1.343, C111 1.449, C112 1.454
111 C 0.353 3.113 6.771  N110 1.449, H114 1.092, H115 1.091, H116 1.088
112 C 1.018 3.291 4.362  N110 1.454, H117 1.088, H118 1.091, H119 1.086
113 H 1.995 1.147 6.773  C108 1.103
114 H -0.714 3.056 6.547  C111 1.092
115 H 0.609 4.151 6.993  C111 1.091
116 H 0.557 2.508 7.652  C111 1.088
117 H 0.670 2.594 3.602  C112 1.088
118 H 1.991 3.677 4.053  C112 1.091
119 H 0.309 4.109 4.444  C112 1.086
120 C 2.107 0.788 -5.645  O121 1.220, N122 1.345, H125 1.103
121 O 1.435 1.806 -5.670  C120 1.220
122 N 1.768 -0.359 -6.259  C120 1.345, C123 1.449, C124 1.454
123 C 2.607 -1.539 -6.193  N122 1.449, H126 1.091, H127 1.093, H128 1.088
124 C 0.524 -0.405 -7.010  N122 1.454, H129 1.090, H130 1.091, H131 1.087
125 H 3.062 0.732 -5.095  C120 1.103
126 H 2.924 -1.840 -7.193  C123 1.091
127 H 2.065 -2.371 -5.736  C123 1.093
128 H 3.491 -1.325 -5.596  C123 1.088
129 H 0.533 0.339 -7.806  C124 1.090
130 H -0.322 -0.185 -6.355  C124 1.091
131 H 0.402 -1.395 -7.442  C124 1.087

2S+1 = 1
Charge = +1
Total energy = -2935.08406 Ha
HOMO = -10.66 eV
LUMO level = -0.14208 Eh